No. 1
Here is a 2-piece molecular cluster, C6H10O overall from OMol25. Energies are from ωB97M-V/def2-TZVPD.

As for the spin multiplicity: 1. As for the HOMO energy: -7.60 eV. For the molecular weight, the calculation gives 98.14 u. The LUMO energy is 0.133 eV.

Last column: Mulliken charge in e.
CARTESIAN COORDINATES (ANGSTROEM)
O  -1.091  -0.488  -2.124  -0.520
C  0.099  -0.369  -1.366  0.160
C  0.180  1.063  -0.756  -0.534
C  -0.442  1.022  0.628  -0.630
C  0.433  0.217  1.558  -0.561
C  0.531  -1.169  0.949  -0.030
C  0.154  -1.496  -0.348  -1.053
H  -1.351  -1.419  -2.048  0.394
H  0.977  -0.488  -2.024  0.273
H  -0.307  1.794  -1.406  0.362
H  1.253  1.305  -0.704  0.357
H  -1.390  0.308  0.493  0.164
H  -0.899  1.928  1.021  0.392
H  1.471  0.582  1.614  0.337
H  0.042  0.186  2.582  0.314
H  0.993  -1.929  1.601  0.401
H  -1.049  -0.875  0.339  0.173

***

No. 2
Here is C6H10O as an isolated structure from OMol25. Energies are from ωB97M-V/def2-TZVPD.

As for the spin multiplicity: 1. As for the HOMO energy: -8.65 eV. For the molecular weight, the calculation gives 98.14 u. The LUMO energy is 0.630 eV.

Last column: natural (NBO) charge in e.
CARTESIAN COORDINATES (ANGSTROEM)
C  1.854  -0.653  0.077  -0.605
C  0.626  0.134  0.509  -0.234
C  0.349  1.433  -0.327  -0.438
C  -1.176  1.651  -0.495  -0.153
C  -1.504  0.518  0.036  -0.177
C  -0.712  -0.677  0.434  0.011
O  -0.753  -1.738  -0.492  -0.700
H  1.763  -1.003  -0.957  0.203
H  2.745  -0.017  0.135  0.217
H  2.018  -1.531  0.710  0.218
H  0.737  0.434  1.558  0.211
H  0.769  1.351  -1.339  0.217
H  0.821  2.308  0.134  0.229
H  -2.955  -0.026  -0.360  0.175
H  -3.011  0.307  0.351  0.161
H  -0.982  -1.125  1.393  0.197
H  -0.588  -1.366  -1.369  0.468

***

No. 3
Here is an isolated ion of composition C6H10O and charge +1 from OMol25. Energies are from ωB97M-V/def2-TZVPD.

The expectation value of S² is 0.78. As for the spin multiplicity: 2. The charge is +1. As for the HOMO energy (spin up / spin down): -14.43 / -14.46 eV. For the molecular weight, the calculation gives 98.14 u. The LUMO energy (spin up / spin down) is -5.300 / -7.923 eV.

Last column: natural (NBO) charge in e.
CARTESIAN COORDINATES (ANGSTROEM)
C  -2.454  -0.030  0.951  -0.664
C  -1.269  -0.393  0.058  0.153
C  -1.495  -1.266  -0.970  -0.114
C  2.395  0.871  0.112  -0.139
O  3.501  0.463  -0.665  -0.670
C  1.077  0.358  -0.396  0.040
C  0.062  0.056  0.433  -0.226
H  -3.189  -0.827  0.818  0.244
H  -2.102  -0.162  1.983  0.251
H  -2.816  0.978  0.756  0.277
H  -2.184  -2.101  -0.947  0.247
H  -0.789  -1.259  -1.798  0.214
H  2.467  1.982  0.050  0.238
H  2.458  0.502  1.167  0.216
H  3.221  0.374  -1.583  0.470
H  1.023  0.251  -1.473  0.212
H  0.094  0.203  1.505  0.250

***

No. 4
Here is one molecule with the formula C6H10O2 from OMol25. Energies are from ωB97M-V/def2-TZVPD.

As for the spin multiplicity: 1. As for the HOMO energy: -9.29 eV. For the molecular weight, the calculation gives 114.14 u. The LUMO energy is 0.702 eV.

Last column: natural (NBO) charge in e.
CARTESIAN COORDINATES (ANGSTROEM)
C  -0.952  1.568  -1.669  -0.369
C  0.248  1.173  -0.758  -0.240
C  0.690  -0.299  -0.270  0.166
O  1.867  -0.455  -1.048  -0.706
C  -0.486  -1.392  -0.294  -0.438
C  -0.891  -0.779  1.148  -0.415
C  0.582  -0.194  1.233  0.083
O  0.517  0.974  1.938  -0.699
H  -1.066  2.488  -2.131  0.187
H  -1.899  1.047  -1.853  0.196
H  1.252  1.821  -0.742  0.236
H  2.432  -1.117  -0.685  0.474
H  -1.115  -1.582  -1.367  0.247
H  0.232  -2.277  0.079  0.197
H  -1.051  -1.605  1.834  0.213
H  -1.538  0.046  1.204  0.209
H  1.215  -1.015  1.825  0.181
H  -0.036  1.600  1.557  0.479

***

No. 5
Here is one molecule with the formula C6H10O2 from OMol25. Energies are from ωB97M-V/def2-TZVPD.

As for the spin multiplicity: 1. As for the HOMO energy: -9.51 eV. For the molecular weight, the calculation gives 114.14 u. The LUMO energy is 0.438 eV.

Last column: natural (NBO) charge in e.
CARTESIAN COORDINATES (ANGSTROEM)
C  2.855  0.344  -0.324  -0.574
C  1.300  0.355  -0.337  -0.392
C  0.629  -0.812  0.520  -0.481
C  -0.807  -0.844  0.397  -0.117
C  -1.612  0.013  -0.261  -0.358
C  -3.008  0.018  -0.216  0.730
O  -3.747  -0.745  -0.889  -0.574
O  -3.619  0.965  0.472  -0.658
H  3.268  -0.335  -0.787  0.200
H  3.414  1.044  -0.992  0.203
H  3.017  0.515  0.522  0.178
H  1.246  -0.004  -1.366  0.222
H  0.782  1.444  0.198  0.207
H  1.063  -0.895  1.589  0.226
H  1.019  -1.790  0.273  0.232
H  -1.472  -1.626  0.983  0.220
H  -1.315  0.850  -0.964  0.239
H  -3.012  1.503  1.182  0.497

***

No. 6
Here is C6H10O2 as an isolated structure from OMol25. Energies are from ωB97M-V/def2-TZVPD.

As for the spin multiplicity: 1. As for the HOMO energy: -9.90 eV. For the molecular weight, the calculation gives 114.14 u. The LUMO energy is 0.208 eV.

Last column: natural (NBO) charge in e.
CARTESIAN COORDINATES (ANGSTROEM)
C  1.769  -2.153  0.092  -0.700
C  1.024  -1.339  -1.040  -0.212
C  -0.119  -0.557  -0.904  -0.289
C  -0.903  -0.037  0.437  -0.445
C  -1.502  1.467  0.321  -0.507
C  -0.478  2.404  0.734  0.754
H  2.523  -1.074  0.445  0.284
H  2.241  -3.128  -0.650  0.258
H  0.896  -2.832  1.171  0.249
H  1.140  -1.412  -2.223  0.242
H  -0.557  0.162  -1.640  0.217
H  -0.611  -0.235  1.444  0.232
H  -1.926  -0.386  0.265  0.228
H  -1.917  1.483  -0.794  0.239
H  -2.548  1.520  1.056  0.234
H  0.595  1.045  -0.452  0.510
O  0.669  2.003  0.021  -0.761
O  -0.296  3.069  1.717  -0.531

***

No. 7
Here is one molecule with the formula C6H10O2 from OMol25. Energies are from ωB97M-V/def2-TZVPD.

As for the spin multiplicity: 1. As for the HOMO energy: -8.59 eV. For the molecular weight, the calculation gives 114.14 u. The LUMO energy is 0.818 eV.

Last column: natural (NBO) charge in e.
CARTESIAN COORDINATES (ANGSTROEM)
O  -1.157  -1.517  -0.337  -0.720
C  -0.724  -0.265  0.339  0.168
C  0.544  -0.473  1.268  -0.430
C  1.714  -0.563  0.161  -0.422
C  0.964  -0.209  -1.150  -0.456
C  -0.223  0.735  -0.610  0.144
O  0.381  1.721  0.206  -0.743
C  -1.735  0.739  0.051  -0.376
H  -1.667  -1.984  0.167  0.460
H  0.252  -1.356  1.987  0.218
H  0.775  0.366  2.152  0.242
H  2.697  -0.047  0.308  0.231
H  1.809  -1.840  0.255  0.211
H  1.800  0.215  -1.819  0.215
H  0.913  -1.165  -1.826  0.261
H  0.646  2.477  -0.441  0.485
H  -2.239  0.306  -0.768  0.253
H  -2.024  1.614  0.682  0.258

***

No. 8
Here is one molecule with the formula C6H10O2 from OMol25. Energies are from ωB97M-V/def2-TZVPD.

As for the spin multiplicity: 1. As for the HOMO energy: -9.40 eV. For the molecular weight, the calculation gives 114.14 u. The LUMO energy is 0.903 eV.

Last column: natural (NBO) charge in e.
CARTESIAN COORDINATES (ANGSTROEM)
C  -1.924  0.073  -0.336  0.220
O  -1.137  1.258  -0.422  -0.535
C  0.054  1.116  0.321  0.066
C  1.110  0.889  -0.573  -0.426
C  1.100  -0.695  -0.829  -0.442
C  0.044  -1.163  0.171  0.075
C  0.098  -0.182  1.248  -0.475
O  -1.250  -1.090  -0.504  -0.543
H  -2.842  0.297  -0.866  0.189
H  -2.320  -0.001  0.689  0.106
H  0.223  2.099  0.808  0.199
H  1.099  1.404  -1.529  0.242
H  2.126  1.146  -0.075  0.208
H  2.033  -1.310  -0.609  0.210
H  0.867  -1.144  -1.788  0.232
H  0.117  -2.248  0.567  0.207
H  -0.580  -0.355  2.123  0.238
H  1.181  -0.095  1.603  0.227

***

No. 9
Here is one molecule with the formula C6H10O2 from OMol25. Energies are from ωB97M-V/def2-TZVPD.

As for the spin multiplicity: 1. As for the HOMO energy: -9.50 eV. For the molecular weight, the calculation gives 114.14 u. The LUMO energy is 0.704 eV.

Last column: natural (NBO) charge in e.
CARTESIAN COORDINATES (ANGSTROEM)
C  -0.091  -0.447  2.527  -0.411
C  -0.390  -0.451  1.233  0.035
C  -1.782  -0.792  0.775  -0.654
C  0.614  -0.268  0.125  -0.422
C  0.312  0.921  -0.826  -0.510
C  0.864  0.610  -2.191  0.803
O  0.413  -0.237  -2.911  -0.583
O  1.913  1.399  -2.525  -0.705
H  -0.917  -0.648  3.200  0.188
H  0.797  -0.084  3.039  0.203
H  -1.828  -1.332  -0.174  0.220
H  -2.354  -1.320  1.522  0.223
H  -2.275  0.151  0.491  0.216
H  0.708  -1.235  -0.377  0.227
H  1.577  -0.075  0.530  0.209
H  0.669  1.811  -0.313  0.233
H  -0.764  0.984  -0.976  0.230
H  2.535  1.014  -3.150  0.500

***

No. 10
Here is one molecule with the formula C6H10O2 from OMol25. Energies are from ωB97M-V/def2-TZVPD.

As for the spin multiplicity: 1. As for the HOMO energy: -8.28 eV. For the molecular weight, the calculation gives 114.14 u. The LUMO energy is 0.865 eV.

Last column: natural (NBO) charge in e.
CARTESIAN COORDINATES (ANGSTROEM)
C  2.301  -0.086  0.461  -0.256
O  1.332  0.548  -0.369  -0.574
C  -0.156  0.728  0.035  0.139
C  -0.335  0.783  1.538  -0.642
C  -0.725  -0.452  -0.679  -0.382
C  -2.097  -0.357  -1.276  -0.603
C  0.220  -1.246  -1.175  0.756
O  0.800  -2.205  -1.544  -0.480
H  1.844  -0.807  1.144  0.173
H  2.988  -0.633  -0.190  0.198
H  2.875  0.671  0.999  0.176
H  -0.511  1.662  -0.417  0.189
H  -1.397  0.883  1.784  0.224
H  0.205  1.635  1.965  0.220
H  0.017  -0.123  2.037  0.216
H  -2.122  0.382  -2.085  0.207
H  -2.841  -0.062  -0.531  0.214
H  -2.397  -1.321  -1.697  0.227

***

No. 11
Here is a 2-piece molecular cluster, C6H10O2S overall from OMol25. Energies are from ωB97M-V/def2-TZVPD.

As for the spin multiplicity: 1. As for the HOMO energy: -9.50 eV. For the molecular weight, the calculation gives 146.21 u. The LUMO energy is -0.423 eV.

Last column: natural (NBO) charge in e.
CARTESIAN COORDINATES (ANGSTROEM)
C  0.459  0.899  2.487  -0.454
C  1.648  0.790  1.515  -0.446
C  -0.463  0.031  0.109  -0.248
C  0.370  0.313  1.107  0.034
C  -0.899  0.710  -2.373  -0.603
C  0.019  -0.072  -1.354  -0.431
O  -1.897  -2.745  -0.300  -0.870
O  0.395  -3.197  0.259  -0.865
S  -0.839  -2.570  0.607  1.695
H  0.647  0.127  3.267  0.228
H  -0.085  1.863  2.672  0.234
H  2.109  1.729  0.974  0.229
H  2.466  0.079  1.937  0.237
H  -1.504  0.151  0.111  0.216
H  -0.324  1.397  -2.966  0.211
H  -1.710  1.249  -1.900  0.201
H  -1.389  0.003  -2.992  0.211
H  0.989  0.335  -1.460  0.209
H  0.008  -1.094  -1.700  0.213

***

No. 12
Here is a 2-piece molecular cluster, C6H10O2S overall from OMol25. Energies are from ωB97M-V/def2-TZVPD.

As for the spin multiplicity: 1. As for the HOMO energy: -9.03 eV. For the molecular weight, the calculation gives 146.21 u. The LUMO energy is 0.334 eV.

Last column: natural (NBO) charge in e.
CARTESIAN COORDINATES (ANGSTROEM)
C  2.518  0.440  1.151  -0.621
C  2.109  0.940  -0.301  -0.540
S  0.346  0.875  -0.613  0.260
C  0.142  -0.838  -1.171  -0.718
C  -0.041  -1.655  -0.198  0.715
O  -0.078  -2.468  0.623  -0.445
H  3.539  0.526  1.321  0.212
H  2.034  1.105  1.839  0.211
H  2.279  -0.577  1.485  0.217
H  2.624  0.493  -1.222  0.230
H  2.151  2.029  -0.375  0.222
H  -0.194  -0.934  -2.162  0.277
C  -2.329  0.351  0.499  -0.720
C  -2.740  -0.405  -0.747  0.434
O  -3.303  0.010  -1.703  -0.524
H  -2.181  1.433  0.289  0.237
H  -1.274  -0.105  0.831  0.223
H  -3.004  0.271  1.253  0.234
H  -2.597  -1.491  -0.800  0.099

***

Max |F|, record by record: 2.6; 0.5; 2.3; 7.5; 13.6; 5.1; 9.3; 6.7; 1.1; 2.4; 3.6; 4.6 eV Å⁻¹
Relative energy (zero: lowest compared OMol25 entry of this formula, charge and spin), record by record: 117.5; 126.8; 46.9; 120.4; 117.0; 161.2; 158.9; 47.1; 9.2; 51.7; 51.7; 44.9 kcal per mole